# 1
Molecular formula: C50H69BN11O3
Method: DFT, wB97M-V/def2-TZVPD

DFT total energy   -76172.8167 eV
Gap between HOMO and LUMO   4.5 eV
HOMO energy   -8.927 eV
Net charge   +1

```
134
C50H69BN11O3, DFT wB97M-V/def2-TZVPD
O 6.3185 1.2852 1.7358
O 0.4378 -1.3335 2.9493
O 5.5103 3.3933 2.4373
N 3.8732 -5.5427 2.3974
N -2.4060 -2.6916 0.1044
N -0.1761 2.8335 10.1205
N 3.0185 3.1834 3.9767
N -8.2833 -3.3382 -0.4079
N -4.9739 0.6110 -0.8592
N 2.6787 7.2778 -4.8270
N -11.2314 -4.9270 -4.3791
N 5.2932 0.4133 -3.2569
N 1.7854 -1.0551 1.1005
N 3.6940 1.1743 0.0012
C 6.8846 -0.0251 -4.7283
C 1.8443 -2.5049 0.8505
C -6.1201 2.4959 -1.0364
C 1.6016 7.7231 -4.1030
C -8.2412 -4.6443 0.0035
C 3.0255 -0.5306 1.6897
C 4.8933 -6.8247 0.9099
C 2.4092 2.4149 -1.5724
C 3.0142 3.6018 -1.1738
C 2.6334 4.8972 -1.7858
C 0.5495 7.8658 -4.9655
C 3.9970 -0.1447 0.5912
C 2.1901 3.8528 3.1153
C -11.3352 -6.1647 -4.9503
C -0.3905 1.7335 9.3384
C 1.5758 2.6740 8.7850
C 3.9673 3.5145 -0.1573
C -4.1975 1.4699 -1.5853
C -12.0183 -6.0272 -6.1290
C 0.9534 3.9322 3.7010
C 4.6646 0.2199 -4.4611
C 2.3208 2.8287 5.0987
C 5.6270 -0.0527 -5.3921
C 2.7702 1.2209 -0.9767
C -9.4859 -3.0797 -1.0037
C 0.6811 1.6053 8.4955
C -4.5290 -3.2915 0.1415
C 2.1078 -2.8426 -0.6033
C 4.8570 -4.7754 1.8315
C -0.2042 0.3666 1.4598
C 4.3174 2.3142 0.4364
C 1.0063 7.4902 -6.2587
C 0.6494 -0.7336 1.9450
C 1.0338 3.2741 4.9578
C -3.3849 -3.2351 0.8901
C -6.1460 1.2269 -0.5214
C 3.8920 -6.7927 1.8420
C -4.8802 2.6510 -1.7135
C 5.5079 -5.5430 0.9032
C 7.3771 -0.7429 0.8641
C -11.8385 -3.9981 -5.1781
C -9.4308 -5.2285 -0.3337
C -10.2219 -4.2339 -0.9730
C -12.3385 -4.6492 -6.2739
C 1.0170 3.4134 9.7922
C -4.2252 -2.7696 -1.1479
C 2.3220 7.1362 -6.1419
C 7.0038 0.7034 0.6040
C -2.9057 -2.4058 -1.1381
C 6.6487 0.2636 -3.4137
B 5.4528 2.3044 1.5839
H 2.5546 4.2368 2.1786
H -3.2321 1.1668 -1.9533
H -10.7780 -4.7300 -3.5052
H -0.3341 1.0624 2.2738
H -1.1595 -0.0066 1.1082
H -9.7057 -6.2521 -0.1450
H -4.8994 -2.6700 -1.9827
H 1.6763 7.9063 -3.0445
H 7.8918 1.3002 0.4493
H 3.5931 7.0978 -4.4586
H -12.2624 -6.8235 -6.8113
H -10.9163 -7.0333 -4.4729
H -2.2876 -1.9693 -1.9039
H -11.2216 -4.3529 -1.3583
H 1.6380 5.1607 -1.4377
H 3.8875 -0.8715 -0.2027
H 0.4341 7.4896 -7.1704
H -6.8979 0.7152 0.0544
H 6.7698 -1.4348 0.2939
H 5.4528 -0.2525 -6.4352
H 0.9005 -2.9597 1.1249
H 2.5916 -2.9948 1.4611
H 1.6584 2.3957 -2.3420
H 0.2444 3.1504 5.6797
H 3.3030 5.7018 -1.5165
H -0.8021 3.1665 10.8297
H 0.2918 0.8741 0.6415
H 2.7952 0.3362 2.3076
H 1.9069 -3.8931 -0.7755
H -12.8740 -4.1913 -7.0880
H -1.2793 1.1373 9.4481
H 5.1609 -7.6728 0.3038
H 6.2227 3.9810 2.1624
H -0.4374 8.2063 -4.7026
H 3.5106 -1.2849 2.3034
H 7.8506 -0.1997 -5.1698
H -5.4783 -3.6686 0.4801
H -7.3754 -5.0485 0.4981
H 8.4220 -0.9249 0.6593
H -1.4596 -2.5262 0.3908
H -4.7146 -0.3300 -0.6172
H 3.1976 -7.5513 2.1582
H 6.3346 -5.2263 0.2901
H 3.2378 -5.2403 3.1122
H 4.8320 0.6311 -2.3970
H 7.2177 -0.9553 1.9150
H 3.0320 6.8019 -6.8781
H -6.9018 3.2299 -0.9417
H 3.9900 2.9989 3.8100
H 2.7975 2.2958 5.9027
H 0.8097 0.8320 7.7563
H 6.3727 0.7872 -0.2788
H 7.3251 0.3728 -2.5831
H -3.1883 -3.5248 1.9075
H -4.5348 3.5262 -2.2374
H 5.0215 -0.1750 0.9106
H 2.5611 4.8153 -2.8634
H 3.1393 -2.6781 -0.8941
H -9.7156 -2.1039 -1.3953
H 1.4543 -2.2697 -1.2531
H 4.4481 4.4168 0.1776
H -11.8634 -2.9584 -4.9016
H 1.3658 4.2956 10.2997
H 3.5940 0.2903 -4.5518
H 5.0136 -3.7554 2.1407
H -7.5435 -2.6703 -0.2954
H 2.5207 2.8764 8.3100
H 2.3121 0.2908 -1.2613
H 0.0870 4.4165 3.2809
```



# 2
Molecular formula: C6H10N6Si
Method: DFT, wB97M-V/def2-TZVPD

DFT total energy   -23200.5351 eV
Relative energy (zero: lowest compared OMol25 entry of this formula, charge and spin)   0.000 eV
Gap between HOMO and LUMO   8.1 eV
HOMO energy   -8.785 eV

```
23
C6H10N6Si, DFT wB97M-V/def2-TZVPD
Si -0.7764 -1.0351 0.1592
N 2.2137 0.2252 1.0723
N -1.2126 2.8039 -0.3333
N -2.0331 0.8840 -1.1538
N -1.1360 0.6279 -0.1969
N 1.7859 -0.2583 -0.1296
N 3.4994 0.9788 -0.5594
C -0.6332 1.7987 0.2598
C -2.0654 2.2115 -1.2179
C 3.2777 0.9763 0.7499
C -1.4506 -2.2050 -1.0860
C -0.6681 -1.4631 2.0075
C 2.5106 0.2490 -1.0805
H 3.9190 1.5749 1.4600
H -2.4944 -2.2137 -1.0111
H 0.0010 1.8969 1.1568
H -0.8781 -2.4916 2.0019
H -1.3067 -1.8643 -2.1196
H -1.3920 -1.0578 2.5979
H -1.3060 -3.2137 -0.9294
H 0.3365 -1.3307 2.5274
H -2.5962 2.8066 -2.0800
H 2.4050 0.0996 -2.0952
```



# 3
Molecular formula: C11H21AsB2F4N4O4Rh
Method: DFT, wB97M-V/def2-TZVPD

DFT total energy   -101939.5605 eV
<S²>   6.112
Multiplicity   5
Gap between HOMO and LUMO (spin up / spin down)   7.3 / 6.4 eV
HOMO energy (spin up / spin down)   -19.060 / -20.154 eV
Net charge   +3

```
48
C11H21AsB2F4N4O4Rh, DFT wB97M-V/def2-TZVPD
Rh -0.0630 -0.1282 0.2655
As -0.3378 -3.2496 -1.5644
F 1.7488 -2.0247 0.7224
F -2.9490 1.6064 -2.4621
F 2.8577 -2.0829 2.7737
F -1.5381 -0.1804 -1.9675
O -0.8522 2.0439 -1.4651
O -2.7614 0.8598 -0.2394
O 0.5759 -1.4905 2.7177
O 2.4224 -0.0111 1.7470
N -2.0498 0.1684 0.5816
N 0.1316 1.5320 -0.8342
N 1.7288 0.5902 0.8399
N -0.3741 -1.0762 1.9741
C 1.5100 3.5148 -1.4195
C 2.1930 1.6977 0.2649
C 3.5164 2.2822 0.5804
C -2.0197 -3.5337 -2.4377
C -2.5957 -0.3694 1.6703
C 1.2688 2.2660 -0.6846
C -1.9679 -1.7602 3.7419
C -1.6418 -1.0919 2.4752
C -4.0280 -0.2296 2.0245
C 1.0403 -3.0439 -2.8828
C 0.0562 -4.7760 -0.4739
B 2.0041 -1.5012 1.9756
B -2.0931 1.0411 -1.6548
H -1.2686 -2.5629 3.9671
H 0.1433 -5.6104 -1.1775
H -2.7997 -3.7419 -1.7094
H 2.0219 4.2411 -0.7868
H -2.2802 -2.6794 -3.0574
H 2.1828 3.2941 -2.2613
H -4.4819 -1.2170 2.1388
H 3.3914 3.1206 1.2755
H 0.9979 -4.6408 0.0521
H 0.5930 3.9356 -1.8241
H 0.9600 -3.9314 -3.5181
H 3.9824 2.6717 -0.3246
H -4.5689 0.3359 1.2718
H 2.0167 -3.0189 -2.4044
H 0.8679 -2.1525 -3.4814
H 4.1643 1.5500 1.0553
H -2.9963 -2.1173 3.7431
H -1.8811 -1.0263 4.5583
H -0.7590 -4.9713 0.2189
H -1.8617 -4.4154 -3.0673
H -4.1223 0.2803 2.9880
```



# 4
Molecular formula: C36H41N3O2V
Method: DFT, wB97M-V/def2-TZVPD

DFT total energy   -72251.7795 eV
<S²>   3.784
Multiplicity   4
Gap between HOMO and LUMO (spin up / spin down)   6.0 / 7.5 eV
HOMO energy (spin up / spin down)   -5.518 / -7.734 eV

```
83
C36H41N3O2V, DFT wB97M-V/def2-TZVPD
V 0.8021 -0.7202 -0.0267
O 1.2934 4.4067 4.6107
O -1.7195 -0.6261 6.5569
N 1.1777 0.9722 0.9904
N -0.4441 -0.6694 -1.4806
N -0.0528 -1.1283 1.7966
C -1.0746 -1.5135 4.3635
C 3.4444 -4.2286 0.2287
C 3.7200 -1.4814 0.2082
C 4.8459 -2.2875 0.3138
C -1.6352 -1.7731 5.7371
C 1.8377 2.0443 0.4828
C 2.4257 -2.0082 0.1169
C 0.0506 -0.1430 2.7342
C 2.7959 1.0024 -3.5295
C -1.1466 -2.5343 3.3845
C -4.6029 -1.1219 -2.3635
C -2.2286 0.8895 -0.6807
C 2.7945 -0.3328 -3.1685
C 1.6825 3.2572 -3.7402
C 0.9359 2.1915 3.0652
C -2.6117 -1.5463 -0.9209
C -0.4753 -0.3314 4.0322
C 3.9949 -1.2096 -3.3897
C -1.8669 -0.3466 -1.5288
C 1.6351 -0.8687 -2.5999
C 2.3288 -3.4044 0.1360
C -3.8849 0.0861 -2.9700
C 1.5977 3.2601 2.5371
C -0.6312 -2.2958 2.1445
C 0.5517 1.2785 -2.7092
C 0.5140 -0.0777 -2.3254
C -4.1253 -1.3253 -0.9244
C -2.3727 -0.1583 -2.9654
C 1.6696 1.8105 -3.3271
C 2.0655 3.1800 1.1951
C -4.4558 -0.0805 -0.0968
C -3.7408 1.1308 -0.6981
C 4.7120 -3.6697 0.3199
C 0.7182 1.0346 2.2857
C -4.2038 1.3359 -2.1437
C 1.8579 4.5138 3.3173
H -0.3858 0.4512 4.7714
H 2.6011 4.0029 0.7404
H -3.9702 2.0228 -0.1077
H 1.5905 -1.9279 -2.3849
H 1.0374 3.4216 -4.6055
H -2.6110 -2.2639 5.6408
H -1.7084 1.7796 -1.0428
H 2.1765 1.9338 -0.5416
H -4.3959 -2.0168 -2.9581
H 0.5818 2.2295 4.0842
H 5.8305 -1.8402 0.3879
H -4.2206 0.2346 -4.0001
H 4.8934 -0.7566 -2.9679
H 3.6833 1.4323 -3.9823
H 1.5466 5.1779 5.1247
H -3.7028 2.2088 -2.5752
H -0.6653 -3.0513 1.3682
H 1.3186 3.9008 -2.9371
H 1.3524 -3.8799 0.0641
H 5.5858 -4.3048 0.3967
H 3.3265 -5.3058 0.2334
H -1.8833 0.7196 0.3464
H -0.2873 1.9260 -2.4940
H -0.9812 -2.4733 6.2619
H -4.1365 -0.2250 0.9403
H -2.2575 -1.6969 0.1036
H -1.8601 0.6790 -3.4442
H -2.3467 -2.4420 -1.4913
H 3.8607 -2.1786 -2.9103
H 2.6860 3.5860 -4.0084
H 4.1751 -1.3704 -4.4544
H 3.8643 -0.4026 0.1940
H -5.2793 1.5364 -2.1681
H 1.4265 5.3620 2.7700
H -2.1270 -1.0564 -3.5413
H -5.5370 0.0891 -0.0847
H -2.3903 -0.0385 6.1942
H -5.6859 -0.9635 -2.3800
H 2.9413 4.6771 3.3755
H -1.6055 -3.4889 3.6045
H -4.6199 -2.1991 -0.4906
```



# 5
Molecular formula: C5H4ClNS
Method: DFT, wB97M-V/def2-TZVPD

DFT total energy   -30094.9215 eV
Relative energy (zero: lowest compared OMol25 entry of this formula, charge and spin)   2.056 eV
Gap between HOMO and LUMO   8.2 eV
HOMO energy   -8.709 eV

```
12
C5H4ClNS, DFT wB97M-V/def2-TZVPD
Cl -0.3505 1.9423 -2.0549
S 0.6163 -2.9752 -1.2990
N 0.1372 -0.3949 -0.5133
C -0.0996 1.0568 -0.5574
C 0.4611 -1.2945 -1.3573
C -0.4323 1.5330 0.6790
C 0.0118 -0.7155 0.9164
C -0.3707 0.3504 1.5513
H -0.4056 2.5734 1.2246
H 0.5405 -0.8824 -2.2826
H -0.6620 0.5538 2.6778
H 0.5537 -1.7473 1.0156
```